1.
{
  "formula": "C32H85ClN9O17",
  "method": "the ωB97M-V functional and the def2-TZVPD basis",
  "e_tot_ev": -95286.119,
  "largest_force_ev_per_a": 5.767,
  "total_charge": -1,
  "lumo_energy_ev": 1.89,
  "molar_mass_da": 903.531,
  "homo_lumo_gap_ev": 7.796,
  "species": ["Cl", "O", "O", "O", "O", "C", "O", "C", "C", "N", "C", "C", "O", "C", "H", "H", "H", "H", "H", "H", "H", "H", "H", "H", "H", "H", "H", "H", "H", "C", "O", "C", "C", "N", "C", "C", "O", "C", "H", "H", "H", "H", "H", "H", "H", "H", "H", "H", "H", "H", "H", "H", "H", "C", "O", "C", "C", "N", "C", "C", "O", "C", "H", "H", "H", "H", "H", "H", "H", "H", "H", "H", "H", "H", "H", "H", "H", "C", "O", "C", "C", "N", "C", "C", "O", "C", "H", "H", "H", "H", "H", "H", "H", "H", "H", "H", "H", "H", "H", "H", "H", "C", "O", "C", "C", "N", "C", "C", "O", "C", "H", "H", "H", "H", "H", "H", "H", "H", "H", "H", "H", "H", "H", "H", "H", "C", "O", "N", "N", "H", "H", "H", "H", "C", "O", "N", "N", "H", "H", "H", "H", "O", "H", "H"],
  "coordinates": [[-0.61, 0.05, 1.61], [0.29, 0.34, 2.70], [-1.38, 1.21, 1.33], [0.22, -0.41, 0.58], [-1.36, -1.03, 2.12], [2.65, 8.44, 0.04], [1.55, 7.65, 0.08], [1.39, 6.82, -0.99], [0.13, 5.92, -0.83], [-1.03, 6.54, -1.50], [-2.14, 5.63, -1.98], [-3.41, 6.36, -2.50], [-4.03, 7.18, -1.55], [-4.24, 8.45, -2.18], [2.61, 9.08, 0.92], [2.54, 9.04, -0.87], [3.63, 7.98, -0.06], [2.37, 6.34, -0.98], [1.23, 7.41, -1.89], [-0.21, 5.75, 0.19], [0.23, 4.91, -1.21], [-1.21, 7.44, -1.09], [-2.37, 5.05, -1.09], [-1.84, 4.88, -2.71], [-4.09, 5.52, -2.63], [-3.03, 6.75, -3.45], [-4.74, 8.32, -3.14], [-3.31, 8.98, -2.37], [-4.85, 9.16, -1.61], [1.25, -7.08, 4.90], [2.55, -6.62, 5.45], [3.64, -7.07, 4.61], [4.04, -6.05, 3.56], [4.25, -4.70, 4.11], [4.34, -3.73, 2.95], [5.76, -3.53, 2.47], [5.88, -4.26, 1.24], [7.11, -3.95, 0.58], [1.31, -8.14, 4.65], [0.80, -6.62, 4.02], [0.42, -6.89, 5.59], [3.53, -8.07, 4.19], [4.49, -7.06, 5.29], [3.21, -6.00, 2.85], [4.93, -6.40, 3.05], [3.39, -4.39, 4.53], [3.82, -2.82, 3.25], [3.83, -4.02, 2.03], [6.40, -3.88, 3.28], [5.84, -2.45, 2.32], [7.26, -2.92, 0.27], [7.41, -4.40, -0.37], [7.97, -4.11, 1.23], [-4.01, -5.61, 2.95], [-4.73, -5.28, 1.75], [-4.50, -6.17, 0.60], [-3.05, -6.02, -0.09], [-2.74, -6.95, -1.15], [-3.69, -6.67, -2.32], [-3.22, -7.46, -3.56], [-1.85, -7.15, -3.89], [-1.43, -7.65, -5.16], [-3.91, -6.68, 3.16], [-4.67, -5.20, 3.71], [-3.15, -4.95, 3.03], [-5.26, -6.06, -0.17], [-4.58, -7.18, 1.01], [-2.20, -6.19, 0.56], [-2.83, -5.01, -0.44], [-1.81, -6.78, -1.51], [-3.75, -5.64, -2.67], [-4.66, -6.95, -1.93], [-3.95, -7.22, -4.34], [-3.36, -8.51, -3.30], [-1.91, -8.58, -5.46], [-0.37, -7.85, -5.08], [-1.48, -6.71, -5.72], [1.52, 1.86, -5.20], [2.27, 1.91, -6.43], [2.56, 3.21, -6.88], [1.31, 3.90, -7.59], [0.83, 3.20, -8.70], [1.77, 3.25, -9.86], [1.70, 4.61, -10.70], [1.50, 4.34, -12.09], [1.22, 5.48, -12.92], [0.55, 2.35, -5.37], [2.01, 2.31, -4.35], [1.31, 0.80, -5.05], [3.49, 3.24, -7.45], [2.77, 3.81, -6.00], [1.51, 4.95, -7.76], [0.41, 3.90, -6.98], [-0.03, 3.62, -9.02], [1.57, 2.43, -10.54], [2.82, 3.03, -9.67], [2.69, 5.01, -10.46], [0.92, 5.24, -10.27], [1.92, 6.27, -12.66], [0.29, 6.00, -12.68], [1.14, 5.29, -13.99], [2.10, 4.49, 6.09], [1.59, 4.10, 7.33], [0.66, 5.03, 7.87], [-0.31, 4.19, 8.86], [-0.95, 2.99, 8.20], [-2.18, 3.29, 7.46], [-2.63, 2.04, 6.63], [-2.95, 1.04, 7.59], [-3.16, -0.26, 7.05], [2.78, 5.34, 6.14], [1.42, 4.70, 5.27], [2.80, 3.72, 5.76], [0.01, 5.47, 7.12], [1.18, 5.83, 8.39], [-0.97, 4.94, 9.30], [0.31, 3.74, 9.63], [-0.26, 2.67, 7.54], [-1.81, 4.03, 6.75], [-2.92, 3.74, 8.12], [-1.95, 1.80, 5.81], [-3.66, 2.18, 6.29], [-3.77, -0.27, 6.15], [-3.55, -1.02, 7.72], [-2.24, -0.77, 6.74], [2.93, -5.62, -1.40], [1.82, -6.04, -1.67], [3.98, -6.30, -1.06], [3.23, -4.38, -1.54], [4.65, -5.75, -0.55], [4.09, -7.30, -1.14], [2.59, -3.75, -2.00], [4.14, -4.10, -1.20], [-6.66, 0.20, 1.36], [-7.84, 0.31, 1.10], [-5.90, -0.76, 0.92], [-5.94, 1.07, 1.98], [-5.08, -1.05, 1.44], [-6.22, -1.56, 0.39], [-4.93, 1.05, 1.97], [-6.39, 1.97, 2.06], [0.88, -2.75, 5.85], [0.78, -1.93, 6.34], [0.93, -2.48, 4.93]],
  "mulliken_charge": [1.592, -0.712, -0.602, -0.646, -0.635, -0.756, -0.281, -0.690, -0.690, -0.225, -0.630, -0.623, -0.301, -0.722, 0.235, 0.327, 0.305, 0.433, 0.346, 0.383, 0.441, 0.185, 0.376, 0.313, 0.296, 0.416, 0.298, 0.294, 0.274, -0.781, -0.330, -0.815, -0.316, -0.481, -0.506, -0.696, -0.164, -1.028, 0.345, 0.290, 0.286, 0.400, 0.358, 0.297, 0.310, 0.278, 0.502, 0.201, 0.366, 0.383, 0.400, 0.325, 0.378, -0.714, -0.385, -0.489, -0.519, -0.396, -0.536, -0.644, -0.259, -0.796, 0.325, 0.263, 0.282, 0.271, 0.314, 0.377, 0.356, 0.289, 0.321, 0.349, 0.391, 0.342, 0.320, 0.237, 0.296, -0.678, -0.351, -0.545, -0.643, -0.314, -0.653, -0.434, -0.317, -0.760, 0.268, 0.286, 0.261, 0.372, 0.366, 0.311, 0.419, 0.279, 0.361, 0.251, 0.284, 0.339, 0.319, 0.300, 0.278, -0.816, -0.323, -0.489, -0.804, -0.362, -0.516, -0.751, -0.320, -0.680, 0.334, 0.328, 0.278, 0.327, 0.425, 0.368, 0.347, 0.301, 0.365, 0.373, 0.424, 0.411, 0.286, 0.276, 0.225, 0.708, -0.702, -0.356, -0.299, 0.144, 0.183, 0.197, 0.124, 0.595, -0.689, -0.384, -0.351, 0.189, 0.199, 0.229, 0.219, -0.641, 0.295, 0.341]
}

---

2.
{
  "formula": "C32H88AsF6N8O8Sr",
  "method": "the ωB97M-V functional and the def2-TZVPD basis",
  "e_tot_ev": -140889.456,
  "largest_force_ev_per_a": 2.763,
  "spin_multiplicity": 2,
  "total_charge": 0,
  "lumo_energy_ev": [-0.06, 0.01],
  "molar_mass_da": 989.634,
  "homo_lumo_gap_ev": [3.254, 8.787],
  "s2": 0.750,
  "species": ["Sr", "As", "F", "F", "F", "F", "F", "F", "C", "C", "C", "O", "C", "N", "H", "H", "H", "H", "H", "H", "H", "H", "H", "H", "H", "C", "C", "C", "O", "C", "N", "H", "H", "H", "H", "H", "H", "H", "H", "H", "H", "H", "C", "C", "C", "O", "C", "N", "H", "H", "H", "H", "H", "H", "H", "H", "H", "H", "H", "C", "C", "C", "O", "C", "N", "H", "H", "H", "H", "H", "H", "H", "H", "H", "H", "H", "C", "C", "C", "O", "C", "N", "H", "H", "H", "H", "H", "H", "H", "H", "H", "H", "H", "C", "C", "C", "O", "C", "N", "H", "H", "H", "H", "H", "H", "H", "H", "H", "H", "H", "C", "C", "C", "O", "C", "N", "H", "H", "H", "H", "H", "H", "H", "H", "H", "H", "H", "C", "C", "C", "O", "C", "N", "H", "H", "H", "H", "H", "H", "H", "H", "H", "H", "H"],
  "coordinates": [[4.05, -1.10, 0.35], [-0.17, -0.76, 0.42], [0.09, -2.17, -0.69], [-0.29, 0.30, -1.02], [-0.43, 0.64, 1.50], [0.12, -1.83, 1.80], [1.59, -0.44, 0.30], [-1.88, -1.08, 0.56], [4.50, 2.42, -2.63], [4.39, 1.60, -1.37], [3.51, 2.28, -0.26], [3.55, 1.45, 0.91], [2.65, 1.96, 1.94], [3.68, 0.36, -1.77], [3.65, 2.32, -3.31], [5.37, 2.23, -3.27], [4.50, 3.49, -2.44], [5.41, 1.40, -1.03], [2.45, 2.35, -0.48], [3.96, 3.26, -0.10], [3.09, 2.91, 2.22], [2.70, 1.30, 2.81], [1.63, 2.02, 1.55], [4.13, 0.05, -2.62], [2.78, 0.73, -2.06], [-4.65, -0.01, -1.99], [-4.89, -1.11, -0.95], [-6.30, -1.85, -0.86], [-6.24, -2.87, 0.18], [-5.94, -2.34, 1.45], [-3.78, -2.03, -1.22], [-3.67, 0.47, -1.99], [-5.34, 0.83, -1.95], [-4.82, -0.40, -3.00], [-4.75, -0.67, 0.04], [-6.40, -2.35, -1.82], [-7.15, -1.21, -0.67], [-6.30, -3.05, 2.19], [-6.49, -1.41, 1.60], [-4.87, -2.17, 1.58], [-2.90, -1.63, -0.90], [-3.91, -2.82, -0.60], [1.81, -1.49, 4.60], [3.17, -1.56, 3.93], [4.12, -2.64, 4.54], [5.43, -2.61, 3.93], [6.30, -3.36, 4.73], [2.91, -1.93, 2.58], [1.31, -2.45, 4.71], [1.21, -0.78, 4.03], [1.89, -1.05, 5.60], [3.66, -0.59, 3.98], [3.78, -3.67, 4.46], [4.20, -2.46, 5.61], [6.44, -4.25, 4.12], [6.01, -3.64, 5.74], [7.28, -2.89, 4.78], [1.91, -1.87, 2.47], [3.19, -2.90, 2.58], [0.44, 5.38, 4.48], [0.29, 3.93, 3.94], [0.48, 2.87, 5.11], [1.90, 2.95, 5.37], [2.31, 2.04, 6.39], [-1.05, 3.90, 3.36], [-0.19, 5.61, 5.34], [0.27, 6.12, 3.70], [1.44, 5.54, 4.87], [0.98, 3.78, 3.10], [0.28, 1.86, 4.75], [-0.10, 3.11, 6.00], [3.25, 2.24, 6.90], [2.48, 1.02, 6.02], [1.58, 1.98, 7.19], [-1.04, 4.60, 2.63], [-1.21, 3.03, 2.88], [0.88, 3.32, -3.41], [0.84, 2.10, -4.30], [1.72, 2.22, -5.54], [1.29, 3.21, -6.51], [2.09, 3.43, -7.64], [1.17, 0.90, -3.49], [0.39, 4.13, -3.95], [1.84, 3.81, -3.28], [0.37, 3.29, -2.45], [-0.19, 1.88, -4.59], [1.77, 1.20, -5.92], [2.75, 2.46, -5.26], [3.02, 3.93, -7.36], [1.51, 3.95, -8.40], [2.36, 2.57, -8.24], [0.64, 0.72, -2.65], [0.88, 0.11, -4.05], [-1.08, -4.58, 0.67], [-1.83, -5.33, -0.43], [-3.39, -5.29, -0.31], [-3.77, -5.92, 0.91], [-5.18, -6.06, 1.07], [-1.34, -4.61, -1.63], [-1.47, -3.58, 0.79], [-0.03, -4.48, 0.40], [-1.22, -5.15, 1.59], [-1.45, -6.35, -0.46], [-3.81, -5.86, -1.14], [-3.70, -4.24, -0.30], [-5.63, -5.07, 0.97], [-5.55, -6.51, 1.99], [-5.61, -6.59, 0.22], [-0.87, -3.74, -1.39], [-2.09, -4.33, -2.24], [2.55, -5.06, -1.87], [2.92, -3.58, -1.93], [2.25, -2.77, -3.03], [2.66, -3.22, -4.27], [1.80, -2.77, -5.36], [2.59, -3.04, -0.58], [3.02, -5.66, -1.09], [2.82, -5.54, -2.81], [1.48, -5.25, -1.82], [3.99, -3.43, -2.04], [2.40, -1.70, -2.91], [1.17, -2.84, -2.92], [2.24, -2.90, -6.34], [1.48, -1.73, -5.25], [0.94, -3.45, -5.42], [1.60, -2.82, -0.55], [2.76, -3.77, 0.09], [-4.68, 5.80, 1.33], [-4.33, 5.94, -0.16], [-3.84, 4.59, -0.76], [-2.78, 4.08, 0.01], [-2.15, 3.02, -0.58], [-5.52, 6.24, -0.90], [-5.30, 4.91, 1.46], [-5.22, 6.68, 1.69], [-3.80, 5.71, 1.96], [-3.59, 6.73, -0.30], [-3.48, 4.75, -1.78], [-4.65, 3.86, -0.79], [-2.76, 2.14, -0.81], [-1.33, 2.68, 0.05], [-1.69, 3.32, -1.52], [-6.28, 5.58, -0.82], [-5.94, 7.07, -0.50]],
  "lowdin_spin": [0.621, 0.007, 0.004, 0.004, 0.004, 0.004, 0.006, 0.003, 0.005, 0.026, 0.005, 0.033, 0.004, 0.018, 0.001, 0.003, 0.000, 0.031, 0.001, 0.001, 0.001, 0.001, 0.000, 0.014, 0.001, 0.000, 0.000, 0.000, 0.000, 0.000, 0.000, 0.000, 0.000, 0.000, 0.000, 0.000, 0.000, 0.000, 0.000, 0.000, 0.000, 0.000, 0.001, 0.006, 0.005, 0.043, 0.006, 0.015, 0.000, 0.000, 0.000, 0.004, 0.002, 0.000, 0.003, 0.000, 0.001, 0.001, 0.010, 0.000, 0.000, 0.000, 0.000, 0.000, 0.000, 0.000, 0.000, 0.000, 0.000, 0.000, 0.000, 0.000, 0.000, 0.000, 0.000, 0.000, 0.000, 0.000, 0.000, 0.000, 0.000, 0.000, 0.000, 0.000, 0.000, 0.000, 0.000, 0.000, 0.000, 0.000, 0.000, 0.000, 0.000, 0.001, 0.000, 0.000, 0.000, 0.000, 0.000, 0.000, 0.001, 0.000, 0.000, 0.000, 0.000, 0.000, 0.000, 0.000, 0.000, 0.000, 0.005, 0.021, 0.003, 0.004, 0.000, 0.018, 0.004, 0.001, 0.000, 0.031, 0.002, 0.000, 0.000, 0.000, 0.000, 0.001, 0.013, 0.000, 0.000, 0.000, 0.000, 0.000, 0.000, 0.000, 0.000, 0.000, 0.000, 0.000, 0.000, 0.000, 0.000, 0.000, 0.000, 0.000]
}

---

3.
{
  "formula": "C32H88N8O8",
  "method": "the ωB97M-V functional and the def2-TZVPD basis",
  "e_tot_ev": -62901.673,
  "largest_force_ev_per_a": 5.146,
  "total_charge": 0,
  "lumo_energy_ev": 0.44,
  "molar_mass_da": 713.104,
  "homo_lumo_gap_ev": 9.216,
  "smiles": "COC[C@H](C)N.COC[C@H](C)N.COC[C@H](C)N.COC[C@H](C)N.COC[C@H](C)N.COC[C@H](C)N.COC[C@H](C)N.COC[C@H](C)N",
  "species": ["C", "O", "C", "C", "C", "N", "H", "H", "H", "H", "H", "H", "H", "H", "H", "H", "H", "C", "O", "C", "C", "C", "N", "H", "H", "H", "H", "H", "H", "H", "H", "H", "H", "H", "C", "O", "C", "C", "C", "N", "H", "H", "H", "H", "H", "H", "H", "H", "H", "H", "H", "C", "O", "C", "C", "C", "N", "H", "H", "H", "H", "H", "H", "H", "H", "H", "H", "H", "C", "O", "C", "C", "C", "N", "H", "H", "H", "H", "H", "H", "H", "H", "H", "H", "H", "C", "O", "C", "C", "C", "N", "H", "H", "H", "H", "H", "H", "H", "H", "H", "H", "H", "C", "O", "C", "C", "C", "N", "H", "H", "H", "H", "H", "H", "H", "H", "H", "H", "H", "C", "O", "C", "C", "C", "N", "H", "H", "H", "H", "H", "H", "H", "H", "H", "H", "H"],
  "coordinates": [[-1.85, 3.78, -0.25], [-1.20, 3.39, 0.95], [-0.01, 4.06, 1.25], [-0.37, 5.51, 1.80], [0.97, 6.26, 1.92], [-1.02, 5.67, 3.05], [-2.61, 3.03, -0.51], [-1.18, 3.66, -1.11], [-2.34, 4.75, -0.29], [0.45, 3.39, 1.97], [0.51, 4.12, 0.30], [-0.98, 6.00, 1.03], [1.58, 5.80, 2.69], [0.83, 7.30, 2.20], [1.49, 6.12, 0.97], [-1.76, 6.34, 2.89], [-1.58, 4.83, 3.09], [-4.88, -3.29, -4.33], [-4.81, -2.04, -4.83], [-3.74, -1.10, -4.50], [-3.62, -0.78, -3.01], [-4.79, -0.39, -2.25], [-2.66, 0.36, -2.88], [-5.61, -3.80, -4.96], [-5.26, -3.22, -3.31], [-3.86, -3.67, -4.46], [-2.87, -1.40, -5.07], [-4.04, -0.18, -4.99], [-3.29, -1.78, -2.71], [-4.62, 0.16, -1.32], [-5.32, -1.31, -2.00], [-5.46, 0.29, -2.78], [-1.72, 0.08, -3.12], [-2.98, 1.16, -3.41], [1.11, 0.05, -4.25], [0.30, 0.28, -3.12], [1.10, 0.25, -1.92], [0.31, 0.59, -0.67], [1.01, 0.71, 0.61], [-0.93, -0.19, -0.45], [1.33, -1.02, -4.16], [2.05, 0.59, -4.14], [0.70, 0.19, -5.25], [1.41, -0.74, -1.59], [1.93, 0.91, -2.16], [0.05, 1.65, -0.72], [0.35, 1.31, 1.24], [1.91, 1.31, 0.46], [1.25, -0.19, 1.17], [-1.53, 0.40, 0.10], [-1.40, -0.30, -1.33], [-1.04, -3.72, -2.44], [-1.88, -4.83, -2.20], [-2.71, -4.49, -1.16], [-3.91, -5.39, -1.37], [-5.07, -4.98, -0.38], [-3.58, -6.79, -1.28], [-0.30, -3.57, -1.66], [-1.43, -2.70, -2.34], [-0.31, -3.78, -3.25], [-2.19, -4.65, -0.21], [-3.07, -3.47, -1.31], [-4.44, -5.16, -2.30], [-5.75, -5.80, -0.14], [-5.52, -3.99, -0.54], [-4.65, -4.96, 0.63], [-3.11, -7.01, -0.42], [-2.79, -6.90, -1.90], [4.22, 3.11, 2.46], [4.69, 1.94, 2.99], [3.65, 1.01, 3.48], [4.05, -0.08, 4.45], [4.92, -1.05, 3.64], [2.97, -0.74, 4.96], [4.17, 3.83, 3.28], [3.28, 3.01, 1.92], [4.98, 3.48, 1.77], [3.09, 1.66, 4.16], [3.05, 0.66, 2.63], [4.74, 0.38, 5.16], [4.34, -1.36, 2.77], [5.07, -2.00, 4.15], [5.81, -0.53, 3.30], [2.66, -0.25, 5.79], [3.19, -1.70, 5.20], [2.50, -3.86, 2.93], [2.92, -4.23, 1.62], [2.95, -3.11, 0.63], [3.54, -3.36, -0.81], [4.87, -4.03, -0.79], [3.70, -2.14, -1.55], [3.14, -3.18, 3.49], [2.29, -4.82, 3.40], [1.47, -3.51, 2.94], [2.01, -2.55, 0.62], [3.53, -2.31, 1.09], [2.92, -4.06, -1.37], [4.86, -4.74, 0.03], [5.73, -3.36, -0.68], [4.84, -4.58, -1.73], [3.80, -1.30, -0.99], [4.41, -2.32, -2.23], [-0.62, -1.11, 4.50], [-1.69, -1.67, 3.81], [-2.74, -0.77, 3.40], [-3.55, -1.54, 2.34], [-4.31, -0.61, 1.40], [-4.54, -2.37, 3.06], [-0.02, -1.95, 4.84], [-0.98, -0.44, 5.28], [-0.10, -0.49, 3.77], [-3.38, -0.47, 4.23], [-2.30, 0.11, 2.94], [-3.01, -2.21, 1.67], [-5.03, -0.03, 1.97], [-4.91, -0.97, 0.56], [-3.59, 0.07, 0.96], [-3.91, -2.80, 3.72], [-4.75, -3.16, 2.46], [4.46, 5.40, -0.42], [3.14, 4.92, -0.62], [2.94, 4.54, -2.00], [1.42, 4.20, -2.13], [0.90, 3.72, -3.47], [0.68, 5.47, -2.06], [5.28, 4.68, -0.46], [4.36, 5.76, 0.60], [4.84, 6.19, -1.07], [3.28, 5.21, -2.79], [3.40, 3.56, -2.12], [1.17, 3.46, -1.38], [1.46, 2.80, -3.62], [1.31, 4.21, -4.35], [-0.19, 3.62, -3.51], [1.02, 6.22, -2.64], [0.94, 5.85, -1.16]],
  "mulliken_charge": [-0.530, -0.231, 0.847, 0.194, -1.290, -0.799, 0.158, 0.011, 0.330, 0.316, -0.905, 0.341, 0.325, 0.393, 0.144, 0.320, 0.296, -0.271, -0.502, -0.835, 2.950, -1.387, -0.105, 0.282, -0.006, 0.268, 0.311, 0.342, -1.692, 0.351, 0.115, 0.421, -0.269, 0.332, -1.096, -0.122, -0.982, 2.627, -1.290, 0.086, 0.339, 0.335, 0.273, 0.515, 0.322, -1.449, -0.146, 0.308, 0.267, -0.071, -0.302, -0.699, -0.398, 0.010, 0.595, -1.260, -0.769, 0.512, 0.024, 0.393, 0.384, -0.151, -0.154, 0.441, 0.289, 0.169, 0.300, 0.330, -0.524, -0.449, -0.139, 0.119, -1.145, -0.313, 0.370, 0.131, 0.208, 0.384, -0.040, 0.306, -0.083, 0.440, 0.406, 0.266, 0.239, -0.575, -0.465, 0.098, 0.645, -1.690, -0.310, 0.063, 0.428, 0.209, 0.458, -0.572, 0.095, 0.380, 0.328, 0.469, 0.110, 0.263, -0.473, -0.341, -0.513, 1.105, -1.137, -0.888, 0.185, 0.392, 0.049, 0.383, 0.127, 0.007, 0.305, 0.198, 0.005, 0.371, 0.257, -0.962, 0.022, -1.133, 2.048, -1.328, -0.516, 0.316, 0.257, 0.366, 0.393, 0.385, -1.277, 0.081, 0.428, 0.355, 0.329, 0.244]
}